# 1
# C2H3N2O2

A gas-phase ion, C2H3N2O2 (charge -1) (wB97M-V/def2-TZVPD, the Open Molecules 2025 dataset).

The value obtained for the relative energy (zero: lowest compared OMol25 entry of this formula, charge and spin) is 541.5 kJ/mol. The LUMO energy comes out at 0.1722 Eh. The HOMO energy comes out at -2.06 eV. The net charge is -1. For the HOMO-LUMO gap, the calculation gives 6.7505 eV.

Each line ends with the Löwdin charge.
Cartesian coordinates (Å):
1 C -0.458 -0.006 -0.929  -0.353
2 C 0.080 0.099 0.316  -0.113
3 N -0.788 1.088 -1.721  -0.157
4 N -2.422 2.443 -0.551  -0.107
5 O -2.930 3.547 -0.669  -0.121
6 O -1.293 2.238 -1.320  -0.217
7 H -0.501 -0.998 -1.446  0.073
8 H 0.233 1.193 0.419  0.033
9 H 0.539 -0.596 0.914  -0.040

***

# 2
# C2H3N2O2

A gas-phase ion, C2H3N2O2 (charge -1) (wB97M-V/def2-TZVPD, the Open Molecules 2025 dataset).

The value obtained for the relative energy (zero: lowest compared OMol25 entry of this formula, charge and spin) is 491.4 kJ/mol. The LUMO energy (spin up / spin down) comes out at 0.1451 / 0.1451 Eh. The HOMO energy (spin up / spin down) comes out at -1.79 / -1.79 eV. Its structure (SMILES) is [O-][N+]#CCN[O-]. The net charge is -1. For the HOMO-LUMO gap (spin up / spin down), the calculation gives 5.7372 / 5.7363 eV.

Each line ends with the Löwdin charge.
Cartesian coordinates (Å):
1 O 3.028 0.152 -0.195  -0.068
2 N 1.851 -0.049 -0.074  -0.159
3 C 0.827 -0.616 0.155  -0.009
4 C -0.638 -0.576 0.229  -0.250
5 N -1.089 0.571 -0.592  -0.291
6 O -1.749 1.534 0.131  -0.465
7 H -0.980 -1.467 -0.308  0.078
8 H -1.019 -0.589 1.350  0.139
9 H -0.232 1.040 -0.695  0.026

***

# 3
# C2H3N2O2

A gas-phase ion, C2H3N2O2 (charge +1) (wB97M-V/def2-TZVPD, the Open Molecules 2025 dataset).

The value obtained for the relative energy (zero: lowest compared OMol25 entry of this formula, charge and spin) is 722.3 kJ/mol. The LUMO energy (spin up / spin down) comes out at -0.3076 / -0.3076 Eh. The HOMO energy (spin up / spin down) comes out at -15.64 / -15.64 eV. Its structure (SMILES) is O=[N+]1CC=[N+]1[O-]. The net charge is +1. For the HOMO-LUMO gap (spin up / spin down), the calculation gives 7.2681 / 7.2696 eV.

Each line ends with the Löwdin charge.
Cartesian coordinates (Å):
1 O 0.176 2.037 -0.451  0.331
2 N 0.274 0.878 -0.459  -0.026
3 C -0.806 -0.177 -0.500  0.025
4 C 0.123 -0.953 0.424  0.186
5 N 1.066 0.043 0.507  -0.179
6 O 1.981 0.351 1.163  0.205
7 H -0.953 -0.592 -1.504  0.141
8 H -1.775 0.261 -0.144  0.165
9 H -0.085 -1.847 0.963  0.152

***

# 4
# C2H3N2O2

2 unconnected molecules or ions with the total composition C2H3N2O2 (wB97M-V/def2-TZVPD, the Open Molecules 2025 dataset).

The value obtained for the relative energy (zero: lowest compared OMol25 entry of this formula, charge and spin) is 616.6 kJ/mol. The LUMO energy (spin up / spin down) comes out at -0.2353 / -0.2353 Eh. The HOMO energy (spin up / spin down) comes out at -13.04 / -13.04 eV. The net charge is +1. For the HOMO-LUMO gap (spin up / spin down), the calculation gives 6.6317 / 6.6359 eV.

Each line ends with the Löwdin charge.
Cartesian coordinates (Å):
1 C 0.276 1.991 -2.593  0.305
2 C -0.772 -0.516 -0.413  -0.181
3 N -1.285 -0.554 -1.463  -0.038
4 N -0.550 -1.075 0.718  0.115
5 O -0.401 1.404 -3.282  0.283
6 O -1.553 -0.237 -2.587  0.001
7 H 0.741 2.386 -1.710  0.167
8 H -0.436 -0.327 1.457  0.155
9 H -0.028 -2.025 0.596  0.192

***

# 5
# C2H3N2O2

A gas-phase ion, C2H3N2O2 (charge +1) (wB97M-V/def2-TZVPD, the Open Molecules 2025 dataset).

The value obtained for the relative energy (zero: lowest compared OMol25 entry of this formula, charge and spin) is 488.6 kJ/mol. The LUMO energy comes out at -0.2469 Eh. The HOMO energy comes out at -15.90 eV. Its structure (SMILES) is O=C/C=[NH+]\N=O. The net charge is +1. For the HOMO-LUMO gap, the calculation gives 9.1842 eV.

Each line ends with the Löwdin charge.
Cartesian coordinates (Å):
1 O 0.424 2.007 -0.286  0.177
2 C -0.387 1.236 0.125  -0.230
3 C -0.766 -0.064 -0.283  0.020
4 N 0.013 -1.061 -0.139  0.151
5 N 1.609 -0.956 -0.273  0.139
6 O 2.181 -0.304 0.453  0.223
7 H -0.993 1.365 0.995  0.148
8 H -1.880 -0.175 -0.501  0.199
9 H -0.202 -2.049 -0.092  0.172

***

# 6
# C2H3N2O2

2 unconnected molecules or ions with the total composition C2H3N2O2 (wB97M-V/def2-TZVPD, the Open Molecules 2025 dataset).

The value obtained for the relative energy (zero: lowest compared OMol25 entry of this formula, charge and spin) is 632.2 kJ/mol. The LUMO energy (spin up / spin down) comes out at -0.2585 / -0.2585 Eh. The HOMO energy (spin up / spin down) comes out at -15.33 / -15.33 eV. The net charge is +1. For the HOMO-LUMO gap (spin up / spin down), the calculation gives 8.2984 / 8.2973 eV.

Each line ends with the Löwdin charge.
Cartesian coordinates (Å):
1 C 0.430 0.769 0.063  -0.016
2 C 0.539 -0.157 1.045  -0.166
3 N -0.057 0.470 -1.138  0.086
4 N -0.475 -0.670 -1.351  0.095
5 O -0.513 -1.372 -0.191  -0.078
6 O 0.579 -0.638 2.078  0.280
7 H 0.787 1.739 0.465  0.180
8 H -1.338 -1.247 0.891  0.435
9 H 0.049 1.107 -1.862  0.184

***

# 7
# C2H3N2O3

A gas-phase ion, C2H3N2O3 (charge +1) (wB97M-V/def2-TZVPD, the Open Molecules 2025 dataset).

The value obtained for the relative energy (zero: lowest compared OMol25 entry of this formula, charge and spin) is 463.9 kJ/mol. The LUMO energy comes out at -0.2196 Eh. The HOMO energy comes out at -15.20 eV. Its structure (SMILES) is O=[n+]1ccn(O)o1. The net charge is +1. For the HOMO-LUMO gap, the calculation gives 9.2211 eV.

Each line ends with the Löwdin charge.
Cartesian coordinates (Å):
1 O -3.166 0.331 0.115  0.225
2 N -2.002 0.253 -0.034  -0.198
3 C -1.214 -0.831 -0.190  0.095
4 C 0.106 -0.431 -0.111  0.132
5 N 0.141 0.896 -0.119  -0.094
6 O 1.048 1.822 0.037  0.200
7 O -1.165 1.350 -0.063  0.196
8 H -1.555 -1.783 -0.211  0.130
9 H 0.954 -1.004 -0.097  0.147
10 H 0.810 2.603 0.528  0.167

***

# 8
# C2H3N2O8S

A gas-phase ion, C2H3N2O8S (charge -1) (wB97M-V/def2-TZVPD, the Open Molecules 2025 dataset).

The value obtained for the relative energy (zero: lowest compared OMol25 entry of this formula, charge and spin) is 45.3 kJ/mol. The LUMO energy comes out at 0.1139 Eh. The HOMO energy comes out at -5.87 eV. Its structure (SMILES) is O=[N+]([O-])C(COS(=O)(=O)O)=[N+]([O-])[O-]. The net charge is -1. For the HOMO-LUMO gap, the calculation gives 8.9679 eV.

Each line ends with the Löwdin charge.
Cartesian coordinates (Å):
1 O -0.440 -0.242 -1.853  -0.052
2 N -1.319 -0.852 -1.188  -0.332
3 O -2.127 -1.599 -1.747  0.054
4 C -1.433 -0.599 0.140  -0.154
5 C -0.337 0.297 0.662  -0.135
6 O 0.864 -0.367 1.070  -0.220
7 S 1.636 -1.554 0.234  0.513
8 O 2.875 -1.632 0.853  -0.251
9 O 0.902 -2.791 0.221  -0.264
10 O 1.819 -0.972 -1.207  -0.212
11 N -2.466 -1.070 0.908  -0.369
12 O -2.352 -1.021 2.120  0.040
13 O -3.502 -1.467 0.366  0.040
14 H -0.062 1.129 -0.175  0.178
15 H -0.699 0.752 1.530  0.095
16 H 0.794 -0.814 -1.637  0.071

***

# 9
# C2H3N2P

A molecular structure, C2H3N2P (wB97M-V/def2-TZVPD, the Open Molecules 2025 dataset).

The value obtained for the relative energy (zero: lowest compared OMol25 entry of this formula, charge and spin) is 106.3 kJ/mol. The LUMO energy comes out at 0.0180 Eh. The HOMO energy comes out at -9.18 eV. The net charge is 0. For the HOMO-LUMO gap, the calculation gives 9.6686 eV.

Each line ends with the Löwdin charge.
Cartesian coordinates (Å):
1 C -0.377 -0.254 -0.560  -0.284
2 C -0.789 0.856 0.294  -0.354
3 N 0.798 -0.804 -0.307  -0.104
4 N 1.253 -0.300 0.821  -0.443
5 P 0.472 0.981 1.475  0.838
6 H -0.998 -0.524 -1.458  0.105
7 H -1.569 1.508 0.244  -0.015
8 H 2.204 -1.048 1.335  0.256

***

# 10
# C2H3N3

2 unconnected molecules or ions with the total composition C2H3N3 (wB97M-V/def2-TZVPD, the Open Molecules 2025 dataset).

The value obtained for the relative energy (zero: lowest compared OMol25 entry of this formula, charge and spin) is 102.4 kJ/mol. The LUMO energy comes out at 0.0256 Eh. The HOMO energy comes out at -10.99 eV. Its structure (SMILES) is N=C=N.C#N. The net charge is 0. For the HOMO-LUMO gap, the calculation gives 11.6920 eV.

Each line ends with the Löwdin charge.
Cartesian coordinates (Å):
1 N -0.094 1.363 -0.320  0.113
2 C -0.968 0.551 -0.018  -0.384
3 N -1.707 -0.334 0.376  0.159
4 H -0.334 2.345 -0.248  0.074
5 H -2.371 -0.752 -0.262  0.078
6 C 1.837 -1.034 -0.094  -0.112
7 N 1.762 -2.152 0.177  0.050
8 H 1.858 0.012 -0.342  0.023

***

# 11
# C2H3N3

A single C2H3N3 molecule (wB97M-V/def2-TZVPD, the Open Molecules 2025 dataset).

The value obtained for the relative energy (zero: lowest compared OMol25 entry of this formula, charge and spin) is 413.8 kJ/mol. The LUMO energy comes out at -0.0354 Eh. The HOMO energy comes out at -9.51 eV. Its structure (SMILES) is [H]/N=C(/N)C#N. The net charge is 0. For the HOMO-LUMO gap, the calculation gives 8.5451 eV.

Each line ends with the Löwdin charge.
Cartesian coordinates (Å):
1 H 1.165 0.382 -1.542  0.079
2 N 0.466 -0.508 -1.400  0.058
3 C 0.197 -0.141 -0.016  -0.484
4 N -0.988 -0.690 0.376  0.072
5 C 0.491 1.032 0.757  -0.063
6 N 1.244 2.173 0.693  0.138
7 H -1.368 -0.708 1.291  0.085
8 H -1.207 -1.540 -0.159  0.116

***

# 12
# C2H3N3

A single C2H3N3 molecule (wB97M-V/def2-TZVPD, the Open Molecules 2025 dataset).

The value obtained for the relative energy (zero: lowest compared OMol25 entry of this formula, charge and spin) is 438.1 kJ/mol. The LUMO energy comes out at 0.0344 Eh. The HOMO energy comes out at -9.72 eV. Its structure (SMILES) is [H]/N=C1\[C@H]2NN12. The net charge is 0. For the HOMO-LUMO gap, the calculation gives 10.6593 eV.

Each line ends with the Löwdin charge.
Cartesian coordinates (Å):
1 H -1.268 0.597 1.993  0.056
2 N -1.098 -0.154 1.337  0.167
3 C -0.632 0.057 0.214  -0.362
4 C 0.234 0.538 -0.821  -0.160
5 N 1.248 -0.479 -0.596  0.027
6 N -0.126 -0.896 -0.763  0.025
7 H -0.004 1.088 -1.713  0.118
8 H 1.647 -0.750 0.348  0.129